DFT (ωB97M-V/def2-TZVPD) results for C37H40BMoN12O2 as an isolated structure.

The calculation puts the gap between HOMO and LUMO (spin up / spin down) at 5.90 / 5.40 eV. As for the total energy: -63526.9597 eV. As for the energy above the lowest of the compared OMol25 structures with the same formula, charge and spin: 0.0 kJ/mol. As for the HOMO energy (spin up / spin down): -9.9 / -10.1 eV. Its expectation value of S² is 2.044.

The geometry in ORCA input format:
```
! RIJCOSX wB97M-V def2-TZVPD def2/J DEFGRID3
* xyz 1 3
Mo 0.1402 -0.0528 -0.0534
C -2.9295 -1.5198 -4.7432
C -3.4093 -0.3670 -4.1374
C -2.6242 0.3197 -3.2281
C -1.3335 -0.1159 -2.9046
C -0.8539 -1.2630 -3.5334
C -1.6516 -1.9557 -4.4357
N -0.6027 0.6262 -1.9236
C -0.6675 1.9962 -2.0440
C -0.6806 2.7412 -3.2348
C -0.7409 4.1160 -3.1687
C -0.8165 4.8080 -1.9472
C -0.8531 4.1006 -0.7702
C -0.7687 2.7098 -0.8467
N -0.8872 1.8354 0.2267
N -1.4942 2.2102 1.2489
C -1.5658 1.1879 2.1898
C -2.2756 1.3908 3.3581
C -2.4473 0.3137 4.2089
C -1.9301 -0.9202 3.8419
C -1.2161 -1.0330 2.6639
N -1.0001 0.0147 1.8575
H -3.5408 -2.0626 -5.4517
H -4.4019 -0.0015 -4.3677
H -3.0157 1.2134 -2.7570
H 0.1415 -1.6252 -3.3443
H -1.2526 -2.8418 -4.9140
H -0.6418 2.2339 -4.1894
H -0.7252 4.6826 -4.0911
H -0.8490 5.8882 -1.9392
H -0.9289 4.5782 0.1974
H -2.6831 2.3705 3.5581
H -2.9955 0.4283 5.1341
H -2.0671 -1.7954 4.4601
H -0.8018 -1.9790 2.3498
C 2.0638 -0.1485 3.1295
C 1.8110 -1.4146 2.3871
C 2.1842 -2.6903 2.8052
C 1.7694 -3.5584 1.8131
C 1.9428 -5.0355 1.7144
N 1.1548 -2.8302 0.8686
N 1.1822 -1.5117 1.2072
B 0.7145 -3.2406 -0.5473
N 1.5292 -2.3943 -1.5293
N 1.4034 -1.0415 -1.5358
C 2.1684 -0.5710 -2.5271
C 2.2702 0.8617 -2.9215
C 2.8026 -1.6406 -3.1547
C 2.3732 -2.7784 -2.4996
C 2.7247 -4.2044 -2.7528
N -0.7865 -2.9105 -0.7078
N -1.2487 -1.6755 -0.3762
C -2.5822 -1.6934 -0.5065
C -3.4404 -0.5200 -0.1790
C -2.9776 -2.9537 -0.9403
C -1.8134 -3.6965 -1.0600
C -1.6373 -5.1089 -1.5018
H 2.1194 -0.3643 4.1960
H 3.0254 0.2711 2.8268
H 1.3054 0.6121 2.9607
H 2.7067 -2.9429 3.7122
H 2.3811 -5.4123 2.6356
H 0.9913 -5.5413 1.5521
H 2.6051 -5.2977 0.8890
H 0.9010 -4.4019 -0.7288
H 2.0193 1.5444 -2.1152
H 3.2851 1.0758 -3.2547
H 1.5933 1.0619 -3.7542
H 3.4912 -1.5879 -3.9806
H 3.4082 -4.2644 -3.5966
H 3.2135 -4.6484 -1.8853
H 1.8419 -4.8015 -2.9820
H -2.9691 0.4150 -0.4786
H -4.3912 -0.5998 -0.7021
H -3.6496 -0.4777 0.8930
H -3.9807 -3.2826 -1.1514
H -2.6043 -5.5313 -1.7651
H -0.9880 -5.1669 -2.3757
H -1.1951 -5.7215 -0.7161
C 2.6508 4.6494 1.4779
N 2.8108 3.3580 0.8211
C 3.9892 3.0185 0.2092
C 4.2356 1.7588 -0.1541
C 3.2316 0.7275 0.0839
O 3.5028 -0.4532 -0.0120
N 1.9247 1.1818 0.4063
C 1.8411 2.3983 1.0650
O 0.9494 2.6622 1.8623
H 3.4214 5.3195 1.1050
H 2.7405 4.5530 2.5594
H 1.6714 5.0625 1.2505
H 4.6995 3.8234 0.0787
H 5.1751 1.4557 -0.5883
*
```

Atomic partial charges in e from the Mulliken method, atoms 1 to 6:
1 Mo -1.86
2 C -0.69
3 C -0.86
4 C -0.17
5 C -0.41
6 C -0.49